{"formula": "C32H32N4O", "method": "ωB97M-V with the def2-TZVPD basis set", "total_charge": 0, "multiplicity": 1, "de_lowest_kj_mol": 159.7, "homo_lumo_gap_ev": 4.40, "species": ["C", "O", "C", "C", "C", "C", "C", "C", "C", "N", "C", "N", "C", "C", "H", "H", "H", "H", "H", "H", "H", "H", "C", "C", "C", "C", "C", "C", "N", "C", "N", "C", "C", "C", "C", "C", "C", "C", "C", "C", "C", "C", "C", "C", "C", "H", "H", "H", "H", "H", "H", "H", "H", "H", "H", "H", "H", "H", "H", "H", "H", "H", "H", "H", "H", "H", "H", "H", "H"], "coordinates": [[5.460908, 1.065899, -1.891738], [5.279147, 1.135579, -0.457514], [4.313806, 0.372256, 0.118946], [4.084540, 0.559056, 1.505853], [3.010928, -0.053774, 2.102318], [2.224338, -1.008825, 1.410720], [1.237909, -1.804970, 2.129886], [1.259977, -3.183997, 2.047999], [0.898378, -4.004558, 3.142892], [0.712024, -4.667295, 4.094649], [1.986488, -3.894050, 1.047274], [2.560779, -4.509865, 0.229138], [2.510248, -1.234050, 0.050925], [3.513086, -0.544291, -0.605671], [6.258048, 1.783830, -2.081688], [5.769860, 0.056352, -2.198425], [4.546655, 1.363931, -2.426828], [4.766551, 1.198296, 2.066881], [2.785591, 0.125163, 3.154128], [0.668292, -1.352244, 2.943737], [1.925764, -1.962311, -0.510606], [3.697135, -0.714436, -1.670024], [-3.183193, -6.832481, 2.760648], [-3.186668, -5.354301, 2.474431], [-2.301989, -4.511188, 3.123015], [-2.316799, -3.090146, 2.921579], [-1.570118, -2.248028, 3.734695], [-3.207375, -2.591389, 1.903394], [-3.077807, -1.242156, 1.521857], [-1.911549, -0.569971, 1.401839], [-2.178926, 0.696706, 1.024612], [-1.240753, 1.739755, 0.772886], [-0.178241, 1.529362, -0.124730], [-0.054718, 0.258087, -0.896357], [0.695040, 2.597357, -0.393184], [0.427764, 3.883958, 0.081006], [1.254134, 5.042153, -0.390518], [-0.645188, 4.066689, 0.956023], [-1.473776, 3.003654, 1.330885], [-2.566242, 3.272492, 2.313971], [-3.571778, 0.819766, 0.869782], [-4.118109, -0.357827, 1.161161], [-4.114215, -3.437252, 1.257437], [-5.106338, -2.968592, 0.237453], [-4.108837, -4.805543, 1.572435], [-3.832696, -7.353751, 2.048064], [-2.172330, -7.257503, 2.690907], [-3.552779, -7.038259, 3.775917], [-1.586188, -4.940080, 3.823173], [-0.949122, -0.923352, 1.742693], [-1.784466, -1.179950, 3.787588], [-0.988409, -2.718083, 4.528318], [0.970627, 0.170394, -1.273748], [-0.269941, -0.628560, -0.286106], [-0.726792, 0.233618, -1.772206], [1.568269, 2.435728, -1.030319], [1.070568, 5.934165, 0.215809], [2.323043, 4.803560, -0.347009], [1.014243, 5.289806, -1.434055], [-0.840929, 5.052218, 1.383630], [-2.328761, 4.213167, 2.823782], [-3.543978, 3.421413, 1.836289], [-2.664636, 2.501729, 3.086161], [-4.027125, 1.747240, 0.572732], [-5.152850, -0.646289, 1.177432], [-5.420536, -3.822360, -0.374367], [-6.017607, -2.573435, 0.709176], [-4.708875, -2.206181, -0.437702], [-4.827437, -5.470078, 1.087514]], "forces_ev_per_angstrom": [[-0.1, -0.1, 0.7], [-0.1, -0.2, -0.3], [-0.6, -0.3, -0.2], [0.4, 0.2, -0.9], [-0.7, -0.8, 0.2], [0.2, 0.7, -1.2], [1.0, -1.6, 0.4], [0.2, 1.7, 0.0], [-1.3, -1.8, 3.0], [0.8, 1.5, -2.4], [1.6, -1.6, -2.3], [-1.4, 1.5, 1.9], [-0.1, -0.2, 0.5], [0.8, 0.7, 0.2], [-0.1, -0.2, -0.1], [-0.1, 0.3, 0.1], [0.2, -0.1, 0.2], [-0.3, 0.0, -0.2], [0.2, 0.0, -0.2], [0.2, -0.3, 0.0], [0.1, 0.2, 0.2], [-0.1, 0.0, 0.4], [-0.1, -0.2, 0.0], [0.7, 0.7, 0.5], [-0.5, -0.6, -0.5], [0.0, 0.6, 0.7], [0.3, -0.2, 0.1], [0.0, -1.5, 0.1], [0.2, 1.6, -0.7], [-1.4, 0.4, 0.5], [-1.0, -0.4, -0.1], [0.5, 0.8, -0.4], [-0.1, 0.6, 0.1], [0.3, -0.6, -0.3], [-0.6, -0.2, 0.1], [-0.2, -0.3, 0.2], [0.2, 0.2, 0.0], [0.1, -0.4, -0.1], [0.4, 0.0, -0.2], [-0.3, 0.5, 0.5], [1.3, 0.7, -0.3], [0.4, -1.2, 0.7], [0.2, -0.8, 0.3], [-0.4, -0.2, -0.4], [-0.5, 0.4, -0.5], [0.1, 0.0, 0.2], [-0.2, 0.1, 0.0], [0.1, 0.1, -0.3], [-0.3, 0.3, -0.1], [-0.3, -0.1, -0.2], [0.2, -0.2, 0.1], [-0.3, 0.4, -0.1], [-0.4, 0.0, 0.0], [0.2, 0.2, -0.4], [0.1, 0.1, 0.4], [-0.3, 0.0, 0.1], [0.1, -0.1, -0.1], [-0.2, 0.1, 0.0], [0.0, -0.1, 0.2], [0.1, -0.2, -0.2], [-0.1, -0.2, 0.0], [0.2, -0.1, 0.1], [0.0, 0.0, -0.3], [0.1, -0.1, -0.1], [0.2, -0.1, 0.1], [0.1, 0.2, 0.1], [0.2, 0.0, -0.1], [0.0, -0.1, 0.0], [0.2, 0.3, 0.0]]}

=====

{"formula": "C28H27N3ReSSi", "method": "ωB97M-V with the def2-TZVPD basis set", "total_charge": 2, "multiplicity": 4, "s2": 3.77, "homo_lumo_gap_ev": [7.21, 5.19], "species": ["C", "C", "C", "H", "C", "C", "H", "H", "H", "H", "Re", "C", "H", "H", "H", "Si", "C", "C", "H", "C", "H", "C", "H", "C", "H", "C", "H", "C", "C", "H", "C", "H", "C", "H", "C", "H", "C", "H", "H", "H", "N", "C", "C", "C", "C", "C", "C", "N", "C", "C", "C", "S", "C", "N", "H", "H", "H", "H", "H", "H", "H"], "coordinates": [[1.210381, 1.662204, -0.055971], [0.176822, 1.719467, -1.057275], [-1.093446, 1.821802, -0.400454], [0.328557, 1.852783, -2.123418], [-0.852138, 1.842426, 0.998003], [0.574642, 1.746054, 1.218992], [1.083547, 1.780112, 2.173722], [2.269322, 1.561795, -0.242246], [-2.058004, 1.853153, -0.886718], [-1.617865, 1.995542, 1.737567], [-0.106645, 0.054248, 0.183297], [-1.405033, -3.476236, -5.147888], [-2.136623, -3.490333, -4.333726], [-1.758211, -2.818312, -5.950934], [-0.438189, -3.118147, -4.781695], [-0.235558, -0.756089, -2.199788], [1.487887, -0.779332, -3.034529], [2.356062, 0.327553, -3.102466], [2.112380, 1.272148, -2.613466], [3.556550, 0.244646, -3.817415], [4.198825, 1.125595, -3.877793], [3.925535, -0.949020, -4.451428], [4.856513, -1.003170, -5.021049], [3.091549, -2.066510, -4.341072], [3.375146, -3.011918, -4.806507], [1.886571, -1.983971, -3.627129], [1.259905, -2.874688, -3.517636], [-1.350540, 0.178223, -3.440997], [-0.868598, 0.664642, -4.663849], [0.136862, 0.400187, -5.004266], [-1.658785, 1.534183, -5.433356], [-1.256268, 1.943614, -6.361771], [-2.939607, 1.898462, -5.003599], [-3.537808, 2.607320, -5.583078], [-3.450190, 1.343040, -3.822050], [-4.449027, 1.615291, -3.477555], [-2.676905, 0.455090, -3.066038], [-3.091306, 0.002135, -2.159923], [-0.767955, -2.120400, -2.395349], [-1.283887, -4.495065, -5.541408], [-0.762764, -2.224234, 3.836549], [-0.942226, -1.034263, 4.526766], [-1.100169, -0.840611, 5.890603], [-1.169126, 0.487665, 6.342250], [-1.065058, 1.547162, 5.429778], [-0.872771, 1.309165, 4.063138], [-0.824284, -0.008256, 3.574401], [-0.582192, -0.623339, 2.316197], [-0.567125, -1.940570, 2.516345], [-0.183368, -2.841003, 1.471000], [-0.082674, -4.222778, 1.433040], [0.633293, -4.726160, -0.058876], [0.850947, -3.057059, -0.497478], [0.262641, -2.188853, 0.345475], [-0.730551, -3.150474, 4.247140], [-1.166733, -1.715439, 6.546360], [-1.300082, 0.698526, 7.403677], [-1.122662, 2.578124, 5.785822], [-0.758167, 2.156450, 3.391686], [-0.407271, -4.873252, 2.231681], [1.571573, -2.757125, -1.267396]], "forces_ev_per_angstrom": [[0.3, 1.8, 0.2], [0.2, 1.5, -1.3], [-0.1, 2.1, 0.1], [-0.2, -0.2, 0.2], [0.1, 2.2, -0.6], [0.7, 2.3, 0.3], [-0.1, -0.2, -0.1], [0.0, 0.0, 0.0], [0.1, 0.0, 0.0], [-0.1, -0.5, 0.0], [-1.0, -9.8, 2.6], [0.0, -0.2, -0.2], [0.1, 0.0, -0.1], [0.1, -0.2, 0.2], [-0.2, 0.0, -0.1], [-0.5, 0.4, -3.0], [0.0, 0.1, 1.1], [0.3, -0.3, -0.3], [0.2, -0.3, -0.3], [-0.2, 0.0, 0.1], [-0.1, -0.3, 0.0], [-0.3, 0.1, 0.2], [-0.3, 0.0, 0.2], [-0.1, 0.1, 0.1], [-0.1, 0.3, 0.1], [0.5, 0.0, -0.1], [0.2, 0.3, -0.2], [0.1, 0.0, 0.7], [-0.2, 0.5, 0.1], [-0.3, 0.2, 0.1], [0.0, -0.2, 0.1], [-0.2, -0.2, 0.2], [0.2, -0.2, 0.2], [0.2, -0.3, 0.2], [0.0, -0.1, 0.0], [0.2, -0.1, -0.2], [0.1, 0.6, -0.3], [0.0, 0.2, -0.2], [0.1, -0.3, 0.7], [-0.1, 0.3, 0.1], [0.0, -0.3, -1.2], [0.2, -0.1, -0.3], [-0.2, 0.5, 0.4], [0.0, -0.8, -0.2], [0.1, -0.3, -0.6], [-0.1, 0.4, -0.2], [0.1, -0.3, 0.7], [-0.3, 0.2, -0.9], [-0.3, 0.5, 2.2], [-0.1, -1.3, -0.4], [-0.1, 1.5, -0.3], [0.1, 1.6, 0.7], [-0.4, -0.2, 1.0], [1.9, -0.3, -1.3], [0.0, 0.2, -0.1], [0.0, 0.5, -0.1], [0.0, -0.1, -0.3], [0.1, -0.4, -0.2], [0.0, -0.1, 0.5], [0.0, -0.3, -0.3], [-0.8, -0.1, 0.0]]}

=====

{"formula": "C29H36BrFN2O13P", "method": "ωB97M-V with the def2-TZVPD basis set", "total_charge": 1, "multiplicity": 1, "homo_lumo_gap_ev": 7.39, "species": ["C", "C", "C", "O", "C", "O", "C", "O", "C", "C", "C", "C", "C", "O", "C", "N", "C", "C", "C", "F", "C", "C", "N", "C", "P", "O", "Br", "H", "H", "H", "H", "H", "H", "H", "H", "H", "H", "H", "H", "H", "H", "H", "H", "H", "H", "H", "H", "H", "H", "H", "H", "H", "H", "H", "H", "C", "C", "C", "O", "C", "C", "C", "O", "O", "O", "H", "H", "H", "H", "C", "C", "C", "O", "C", "C", "C", "O", "O", "O", "H", "H", "H", "H"], "coordinates": [[-4.435637, 3.908562, 3.377418], [-3.039602, 4.551012, 3.178038], [-1.988181, 3.429567, 3.126862], [-2.420789, 2.394404, 2.257161], [-1.282182, 1.740783, 1.777647], [-1.703303, 0.691078, 0.913407], [-0.709717, -0.105486, 0.445348], [-0.962356, -1.129709, -0.151389], [0.754431, 0.290020, 0.657182], [1.249475, 1.275262, -0.195571], [0.424643, 1.914032, -1.294271], [0.364465, 1.020093, -2.569984], [-1.032952, 0.370908, -2.793673], [1.355618, 0.026664, -2.421005], [2.526493, 1.652660, 0.010382], [3.287224, 1.122846, 0.976575], [4.657272, 1.670782, 1.107799], [4.687462, 2.633634, 2.336248], [5.020951, 4.080290, 1.968684], [5.530163, 2.157358, 3.322516], [2.834024, 0.160544, 1.768992], [3.729102, -0.423893, 2.852015], [4.918326, -1.072859, 2.274417], [1.543669, -0.291477, 1.637030], [0.840781, -1.620322, 2.715000], [-0.620773, -0.991576, 3.043518], [0.528058, -3.431904, 1.403511], [-4.805283, 3.596385, 2.401565], [-5.099185, 4.617539, 3.868471], [-4.295043, 3.002752, 3.970818], [-2.775344, 5.249310, 3.975720], [-2.941433, 5.097097, 2.234777], [-1.045454, 3.891425, 2.791712], [-1.805016, 3.058469, 4.146180], [-0.724383, 2.478015, 1.180396], [-0.710057, 1.389214, 2.645564], [-0.570257, 2.146172, -0.911821], [0.915306, 2.862566, -1.532588], [0.554745, 1.677816, -3.426900], [-1.796945, 0.834053, -2.164391], [-0.934615, -0.689464, -2.567027], [-1.365853, 0.524496, -3.822403], [1.276132, -0.618659, -3.138809], [2.945636, 2.412209, -0.636176], [4.838609, 2.304572, 0.245595], [5.402378, 0.888436, 1.200874], [3.687671, 2.656123, 2.786097], [4.546792, 4.719216, 2.717893], [6.094234, 4.269951, 2.023801], [4.603043, 4.369403, 1.003334], [3.190164, -1.174333, 3.426927], [4.029965, 0.339320, 3.575116], [5.748042, -0.599793, 2.604314], [4.948204, -2.054479, 2.504544], [-1.136241, -1.541296, 3.657901], [-0.065189, -2.739583, -6.191803], [-0.061724, -3.278524, -7.420863], [1.209325, -3.748400, -8.071204], [1.145612, -4.243929, -9.176444], [2.457743, -3.579427, -7.338406], [2.449029, -3.038856, -6.115120], [1.175291, -2.595237, -5.459834], [1.233536, -2.124715, -4.331506], [3.565722, -2.862686, -5.406876], [-1.169116, -3.429514, -8.130410], [-0.972601, -2.400184, -5.712239], [3.368604, -3.904788, -7.820629], [3.288377, -2.460774, -4.563965], [-0.895611, -3.840907, -8.973770], [-3.268234, -2.917523, 2.042880], [-3.850260, -2.260874, 3.046745], [-5.325067, -2.007879, 3.079937], [-5.787353, -1.417865, 4.037975], [-6.126366, -2.479026, 1.960522], [-5.546381, -3.137928, 0.947339], [-4.071207, -3.413322, 0.929619], [-3.601392, -4.029945, -0.004491], [-6.236507, -3.585904, -0.097036], [-3.153669, -1.787743, 4.093214], [-2.204640, -3.100691, 2.018695], [-7.187633, -2.276500, 1.986299], [-5.588271, -4.024159, -0.680033], [-3.810418, -1.358738, 4.676532]], "forces_ev_per_angstrom": [[0.9, 0.5, -0.2], [0.1, -0.9, -0.3], [-0.1, 1.3, 0.7], [0.4, -0.3, -0.4], [-0.5, 1.0, 0.2], [0.9, -0.2, 0.1], [-0.7, -1.6, -0.4], [0.3, 1.5, 0.7], [-1.2, 0.5, -0.3], [-1.3, -0.2, -0.2], [0.7, -0.1, 0.1], [-1.1, -0.1, 0.0], [0.4, 0.5, 0.0], [0.4, 0.3, -0.1], [0.4, 0.5, -0.5], [1.0, 0.3, -0.8], [0.0, 1.0, 1.1], [-0.6, 0.3, -0.5], [0.0, 0.0, 0.8], [0.3, -0.1, -0.1], [0.5, -1.2, 1.6], [0.8, -0.3, 0.0], [-0.3, 0.6, -0.1], [-1.7, -0.2, -0.9], [0.8, -1.0, 1.6], [0.3, 0.1, -0.8], [0.1, 0.6, -0.1], [-0.3, 0.1, 0.2], [-0.2, -0.2, -0.1], [-0.3, 0.1, 0.2], [0.0, -0.2, 0.0], [-0.4, 0.1, 0.1], [0.0, -0.3, -0.2], [-0.1, -0.3, -0.2], [0.3, -0.2, 0.2], [0.2, -0.3, -0.4], [0.0, 0.0, -0.2], [-0.2, 0.0, 0.0], [0.3, -0.1, 0.1], [0.0, -0.2, 0.1], [-0.3, 0.0, 0.0], [0.1, -0.2, 0.0], [0.0, -0.1, 0.0], [0.3, -0.1, 0.2], [0.1, -0.5, -0.3], [-0.2, -0.1, -0.2], [0.0, -0.2, -0.1], [0.2, 0.1, -0.1], [0.0, -0.1, -0.3], [0.2, -0.1, 0.0], [-0.3, 0.3, -0.1], [-0.2, 0.1, -0.2], [0.2, -0.4, 0.1], [0.1, 0.0, 0.0], [-0.2, 0.1, 0.0], [0.1, 0.1, 0.3], [-0.4, 0.2, 0.2], [0.6, -0.1, 0.0], [-0.3, 0.0, 0.0], [-0.1, -0.1, -0.1], [0.4, -0.2, -0.2], [-0.6, 0.0, -0.2], [0.4, 0.1, 0.0], [-0.4, 0.1, 0.1], [0.4, -0.1, -0.2], [0.0, 0.0, 0.0], [0.0, 0.0, 0.0], [0.1, 0.0, 0.1], [-0.1, 0.0, 0.0], [0.0, 0.0, 0.0], [0.4, -0.1, -0.1], [-0.5, 0.0, -0.3], [0.3, 0.1, 0.2], [0.1, 0.1, 0.2], [-0.5, 0.1, 0.1], [0.4, 0.1, 0.1], [-0.2, 0.0, -0.1], [0.4, -0.1, 0.0], [-0.3, 0.0, 0.0], [0.0, -0.1, -0.1], [0.0, 0.0, 0.0], [0.0, 0.0, -0.1], [0.0, 0.0, 0.0]]}

=====

Number 1: M 488.63 g/mol. Number 2: M 651.91 g/mol. Number 3: M 750.48 g/mol.